Density functional theory data (the ωB97M-V functional and the def2-TZVPD basis) for a molecular structure, C27H13F19NO2STa.

```
64
Properties=species:S:1:pos:R:3:forces:R:3
Ta -1.0438 0.0322 -1.1846 0.5 0.3 -0.2
C -1.2608 -4.4150 4.3805 0.0 0.0 0.0
C -1.0293 -3.2942 3.4055 0.0 0.0 0.0
C 0.2245 -2.7041 3.2667 0.0 0.0 0.0
C 0.4313 -1.6826 2.3657 0.0 0.0 0.0
C -0.6050 -1.1943 1.5657 -0.1 0.0 0.0
N -0.3328 -0.1091 0.6866 0.1 0.0 -0.1
C 0.5067 0.9263 1.2103 0.0 0.0 0.0
C 0.2363 1.3687 2.5064 0.0 0.0 0.0
C 1.0018 2.3428 3.1117 0.0 0.0 0.0
C 2.0696 2.9300 2.4421 0.0 0.0 0.0
C 2.9032 4.0076 3.0788 0.0 0.0 0.0
C 2.3178 2.5166 1.1440 0.0 0.0 0.0
C 1.5485 1.5439 0.5091 0.0 0.0 0.0
C 1.8452 1.1585 -0.9344 0.0 -0.1 0.0
O 0.6872 0.7319 -1.5658 -0.2 0.0 0.0
C 2.8664 -0.0087 -0.9610 0.0 0.0 0.0
F 3.2663 -0.3031 -2.2018 0.0 0.0 0.0
F 2.2998 -1.1070 -0.4444 0.0 0.0 0.0
F 3.9497 0.2746 -0.2348 0.0 0.0 0.0
C 2.3551 2.3421 -1.8048 0.0 0.0 0.0
F 1.6100 3.4264 -1.5946 0.0 0.0 0.0
F 2.2714 2.0353 -3.1029 0.0 0.0 0.0
F 3.6348 2.6524 -1.5484 0.0 0.0 0.0
C -1.8580 -1.8113 1.6622 0.0 0.0 0.0
C -2.0483 -2.8351 2.5894 0.0 0.0 0.0
C -3.0097 -1.3612 0.7733 0.0 0.0 0.0
O -2.5346 -0.8268 -0.4169 -0.3 -0.2 0.2
C -3.8270 -0.2487 1.4822 0.0 0.0 0.0
F -4.2558 -0.6442 2.6823 0.0 0.0 0.0
F -4.8878 0.1280 0.7618 0.0 0.0 0.0
F -3.0523 0.8312 1.6545 0.0 0.0 0.0
C -3.9439 -2.5275 0.3386 0.0 0.0 0.0
F -4.7527 -2.9371 1.3263 0.0 0.0 0.0
F -3.2125 -3.5710 -0.0640 0.0 0.0 0.0
F -4.7159 -2.1563 -0.6821 0.0 0.0 0.0
H -0.7381 -4.2331 5.3196 0.0 0.0 0.0
H -2.3212 -4.5347 4.5988 0.0 0.0 0.0
H -0.8945 -5.3618 3.9785 0.0 0.0 0.0
H 1.0523 -3.0500 3.8745 0.0 0.0 0.0
H 1.4100 -1.2294 2.2786 0.0 0.0 0.0
H -0.5894 0.9200 3.0427 0.0 0.0 0.0
H 0.7622 2.6553 4.1211 0.0 0.0 0.0
H 2.8239 3.9755 4.1647 0.0 0.0 0.0
H 3.9545 3.9030 2.8105 0.0 0.0 0.0
H 2.5762 4.9963 2.7507 0.0 0.0 0.0
H 3.1401 2.9723 0.6097 0.0 0.0 0.0
H -3.0237 -3.2911 2.6852 0.0 0.0 0.0
F -1.5638 2.5466 -2.6506 0.0 0.1 0.1
C -2.0442 1.9758 -1.4974 0.0 0.0 -0.1
F -1.6582 2.7811 -0.4487 0.0 0.0 0.0
H -3.1361 1.9962 -1.5490 0.0 0.0 0.0
F 2.7229 0.9027 -6.7347 0.0 0.0 0.0
C 1.8309 0.3605 -5.9138 0.0 0.0 0.0
C 2.1493 -0.7847 -5.2035 0.0 0.0 0.0
F 3.3524 -1.3372 -5.3415 0.0 0.0 0.0
C 1.2188 -1.3360 -4.3436 0.0 0.0 0.0
F 1.5594 -2.4261 -3.6583 0.0 0.0 0.0
C -0.0373 -0.7685 -4.1702 0.1 0.1 0.1
S -1.2154 -1.4787 -3.0566 -0.1 -0.1 0.1
C -0.3335 0.3763 -4.8993 0.0 0.0 0.0
F -1.5214 0.9657 -4.7685 0.0 -0.1 -0.1
C 0.5859 0.9440 -5.7624 0.0 0.0 0.0
F 0.2829 2.0488 -6.4396 0.0 0.0 0.0
```
Positions in Å, forces in eV/Å.

## Properties
Total energy (a.u.): -3594.75975
Orbital gap (hartree): 0.280
Relative energy (zero: lowest compared OMol25 entry of this formula, charge and spin) (eV): 0.0000
HOMO level (eV): -8.36
LUMO level (Ha): -0.0271
Largest force on an atom (hartree/bohr): 0.0123